1.
Entry from OMol25: a structure of composition C23H22N2O3Rb at a distorted geometry (the ωB97M-V functional and the def2-TZVPD basis).

Total charge: -1
Lowest unoccupied orbital energy: 2.1 eV
Total energy: -1249.03788 Eh
2S+1: 1
Gap between HOMO and LUMO: 6.01 eV

Structure (XYZ):
```
51
C23H22N2O3Rb the ωB97M-V functional and the def2-TZVPD basis
Rb 0.67593 0.08407 0.41033
O -4.05102 -0.22265 -0.08038
C -3.97082 0.14767 -1.36889
C -5.14386 0.62044 -1.96051
C -5.14216 1.02509 -3.28362
C -3.96807 0.96703 -4.03732
C -2.80772 0.48953 -3.44310
C -2.77702 0.06893 -2.11528
C -1.50813 -0.47322 -1.47188
O -1.56158 -0.68723 -0.19347
N -0.49568 -0.59241 -2.28749
N 0.67433 -1.28395 -1.93998
C 1.77471 -0.64143 -2.10322
C 1.95175 0.80618 -2.45126
C 1.68972 1.23792 -3.75369
C 1.91626 2.54204 -4.16052
C 2.42456 3.44701 -3.21657
C 2.68368 3.05278 -1.91849
C 2.44044 1.72010 -1.46151
O 2.61068 1.37639 -0.22404
H -3.12254 -0.50254 0.15551
H -6.04152 0.65795 -1.35177
H -6.06097 1.39035 -3.73034
H -3.95724 1.29298 -5.07097
H -1.87603 0.43512 -3.99664
H 2.66609 -1.23661 -1.92948
H 1.28686 0.51586 -4.45612
H 1.70362 2.84958 -5.17537
H 2.61762 4.47625 -3.50615
H 3.06817 3.75495 -1.18759
C -1.71658 -2.16662 3.52004
C -0.26548 -1.74725 3.53565
C 0.72760 -2.60247 3.06901
C 2.05674 -2.19873 2.98370
C 3.10552 -3.11422 2.39796
C 2.38559 -0.90367 3.38049
C 1.42056 -0.02717 3.86608
C 1.78479 1.40220 4.20031
C 0.10293 -0.47146 3.95551
H -2.18199 -1.91482 2.56165
H -2.28603 -1.66192 4.30363
H -1.82105 -3.24469 3.65946
H 0.45347 -3.59994 2.73588
H 3.20506 -2.96469 1.32105
H 2.84891 -4.16301 2.55572
H 4.08639 -2.92998 2.83932
H 3.40845 -0.55384 3.26343
H 1.11054 1.81805 4.95132
H 1.73107 2.04368 3.31557
H 2.80690 1.47265 4.57747
H -0.66344 0.20971 4.31654
```

Mulliken population analysis, charges in e, atoms 1 to 8: number 1, Rb, carries 0.92; number 2, O, carries -0.69; number 3, C, carries 0.41; number 4, C, carries -0.77; number 5, C, carries -0.19; number 6, C, carries -0.83; number 7, C, carries -0.24; number 8, C, carries 0.04

2.
Entry from OMol25: a structure of composition C24H45F5OP2TeTi at a distorted geometry (the ωB97M-V functional and the def2-TZVPD basis).

Total charge: +1
Lowest unoccupied orbital energy (alpha / beta): -5.6 / -5.3 eV
Total energy: -3315.88234 Eh
2S+1: 2
Gap between HOMO and LUMO (alpha / beta): 5.35 / 5.67 eV

Structure (XYZ):
```
79
C24H45F5OP2TeTi the ωB97M-V functional and the def2-TZVPD basis
Ti 0.07374 -0.15639 -0.06073
C -1.84303 1.75664 0.12221
C -1.59112 1.04840 1.44737
C 0.35571 2.21797 0.75148
C -0.63349 2.32140 -0.31422
C -0.19705 1.49990 1.83183
C -3.12333 1.65620 -0.57481
H -3.63084 0.72050 -0.34893
H -3.01086 1.73521 -1.66118
H -3.75283 2.47818 -0.22611
C -0.46456 3.25417 -1.46861
H -1.38854 3.36699 -2.03226
H 0.30770 2.91124 -2.16406
H -0.15238 4.23092 -1.09291
C 1.50471 3.16641 0.83977
H 1.12807 4.19078 0.95801
H 2.11029 3.14905 -0.07175
H 2.15880 2.93745 1.68043
C 0.38761 1.30433 3.16499
H -0.40395 1.13610 3.89128
H 0.95787 2.19048 3.46118
H 1.07293 0.45275 3.20357
C -2.67406 0.85289 2.51679
H -3.02331 1.70149 3.09438
H -2.24617 0.10960 3.19127
H -3.50333 0.39631 1.97399
C -0.25332 -1.67064 -1.62594
C -1.49536 -1.52532 -1.06783
C -2.04239 -2.51334 -0.11266
C -1.07371 -2.86032 1.12329
C -0.02973 -1.90541 1.55078
C 1.20683 -1.72754 0.94462
C 1.58512 -2.73472 -0.13427
C 0.55549 -2.90107 -1.27365
H -2.33185 -3.46982 -0.56430
H -0.68018 -3.87359 0.96775
H -2.99945 -2.10453 0.28186
H -0.10640 -3.73757 -1.00847
H 0.02725 -1.06265 -2.50382
H -2.19361 -0.78370 -1.48285
H 1.10019 -3.21419 -2.17128
H 2.54562 -2.44786 -0.58253
H 2.04125 -1.28327 1.51332
H 1.74113 -3.72751 0.33308
H -1.69864 -2.97869 2.02126
H -0.14682 -1.48547 2.55559
P -0.54084 2.90808 -5.23679
C -1.33037 4.30720 -6.14044
H -1.48077 4.01179 -7.18096
H -0.68346 5.18430 -6.07235
H -2.28660 4.53056 -5.66278
C 0.92644 2.76889 -6.34250
H 0.60373 2.78886 -7.38578
H 1.46031 1.84349 -6.11490
H 1.58373 3.61698 -6.13242
C -1.58460 1.58344 -5.97657
H -1.60968 1.71060 -7.06035
H -2.58931 1.67585 -5.55691
H -1.17380 0.60980 -5.70109
P 5.12516 2.41783 0.81209
C 5.62511 2.55845 2.58402
H 6.71586 2.56735 2.66308
H 5.20726 1.70765 3.13076
H 5.20323 3.48076 2.99508
C 6.19242 0.99050 0.35922
H 7.21805 1.20621 0.66224
H 6.13194 0.85983 -0.72290
H 5.81431 0.09115 0.84842
C 6.24451 3.71310 0.12700
H 7.28175 3.43794 0.32942
H 5.99787 4.68224 0.56577
H 6.07033 3.75729 -0.95069
F -3.87380 -3.91735 1.88016
Te -4.10897 -2.17360 2.80093
F -4.68935 -0.67596 3.94335
F -2.81653 -2.73228 4.21210
F -5.37262 -1.60205 1.36532
F -5.49949 -3.10417 3.69989
O -1.43224 -0.23761 1.03159
```

Mulliken population analysis, charges in e, atoms 1 to 8: number 1, Ti, carries -0.06; number 2, C, carries 0.80; number 3, C, carries 1.05; number 4, C, carries 1.81; number 5, C, carries 0.79; number 6, C, carries 0.08; number 7, C, carries -1.76; number 8, H, carries 0.47

3.
Entry from OMol25: a structure of composition C9H16N2O2 at a distorted geometry (the ωB97M-V functional and the def2-TZVPD basis).

Total charge: 0
Lowest unoccupied orbital energy: -0.4 eV
Total energy: -612.40795 Eh
2S+1: 1
ΔE to the lowest compared entry with this formula, charge and spin: 466.8 kJ/mol
Gap between HOMO and LUMO: 7.80 eV

Structure (XYZ):
```
29
C9H16N2O2 the ωB97M-V functional and the def2-TZVPD basis
C 1.74692 1.34593 -0.07870
C 0.66889 0.84975 -0.82843
C 0.61357 -0.46304 -1.28712
C 2.64709 -0.93028 0.21123
C -2.60519 -0.18437 0.20384
C -3.56128 0.02464 1.44089
C -1.20999 0.36382 0.50604
C -3.13020 0.74658 -0.94079
C -2.53516 -1.61971 -0.26204
H 3.49020 0.85180 0.98238
H 0.24939 1.78408 -1.28630
H -0.08319 -1.03853 -2.02385
H 1.48103 -2.19139 -0.42337
H -3.15828 -0.61798 2.20683
H -3.67391 1.09270 1.76257
H -4.57099 -0.33325 1.19403
H -0.54292 0.30005 -0.35994
H -1.29894 1.47937 0.67280
H -0.67469 -0.07811 1.43681
H -2.55210 0.61089 -1.83303
H -3.17629 1.81977 -0.71087
H -4.19167 0.55732 -1.22738
H -3.56204 -2.06189 -0.38893
H -2.02375 -1.71513 -1.26992
H -2.03935 -2.32194 0.41211
N 2.73739 0.46585 0.43632
N 1.40750 -1.27796 -0.37515
O 1.75370 2.56118 0.24030
O 3.43449 -1.71781 0.58950
```

Mulliken population analysis, charges in e, atoms 1 to 8: number 1, C, carries 0.29; number 2, C, carries -0.17; number 3, C, carries -0.73; number 4, C, carries 0.27; number 5, C, carries 2.07; number 6, C, carries -1.74; number 7, C, carries -0.86; number 8, C, carries -1.69

4.
Entry from OMol25: a structure of composition C43H35AsNiO3P2S4 at a distorted geometry (the ωB97M-V functional and the def2-TZVPD basis).

Total charge: -2
Lowest unoccupied orbital energy (alpha / beta): 4.4 / 4.4 eV
Total energy: -7904.91251 Eh
2S+1: 3
Gap between HOMO and LUMO (alpha / beta): 5.39 / 5.31 eV

Structure (XYZ):
```
89
C43H35AsNiO3P2S4 the ωB97M-V functional and the def2-TZVPD basis
Ni -1.05562 -1.37121 -0.34387
S -0.07397 2.09259 -1.19284
P 1.32214 0.74433 -0.82429
C 0.82555 -0.80586 -0.17378
P 2.03887 -2.12280 -0.40682
S -0.61311 -2.99270 -2.11849
C 1.72462 -3.30171 0.97432
C 0.72499 -3.10872 1.92056
C 0.53422 -4.02978 2.94289
C 1.34930 -5.14669 3.03892
C 2.35116 -5.34891 2.09605
C 2.53175 -4.43610 1.07045
C 3.72076 -1.62806 0.23866
C 4.76350 -1.51900 -0.68035
C 6.06144 -1.24985 -0.26430
C 6.34145 -1.09988 1.08622
C 5.31494 -1.22397 2.01445
C 4.02056 -1.48344 1.59504
C 2.25504 0.63132 -2.40170
C 2.06130 -0.46875 -3.23264
C 2.67734 -0.51829 -4.47691
C 3.47351 0.53388 -4.90429
C 3.62415 1.65679 -4.09991
C 3.00210 1.71358 -2.86241
C 2.47186 1.54975 0.37332
C 3.82253 1.82926 0.20130
C 4.55351 2.42165 1.22246
C 3.95278 2.73433 2.43059
C 2.60639 2.43935 2.61959
C 1.87624 1.85791 1.59934
H 0.09799 -2.23350 1.83678
H -0.26279 -3.87594 3.66158
H 1.20674 -5.86366 3.84024
H 2.98058 -6.23044 2.15893
H 3.31200 -4.59419 0.33245
H 4.54429 -1.65957 -1.73318
H 6.85762 -1.17115 -0.99731
H 7.35400 -0.89077 1.41401
H 5.52605 -1.11653 3.07318
H 3.22433 -1.58407 2.32374
H 1.41577 -1.27499 -2.91189
H 2.52402 -1.38299 -5.11179
H 3.95781 0.49372 -5.87373
H 4.21599 2.49789 -4.44417
H 3.07220 2.60244 -2.24770
H 4.31384 1.56923 -0.72547
H 5.60762 2.62657 1.07238
H 4.52698 3.20985 3.21775
H 2.13142 2.66788 3.56711
H 0.82419 1.62698 1.72502
C -6.20505 -0.50314 2.87394
C -6.45523 -0.46700 1.51063
C -5.43094 -0.18286 0.61880
C -4.14274 0.08249 1.07121
C -3.89027 -0.03870 2.43613
C -4.91012 -0.31295 3.33328
As -2.62171 0.55319 -0.08458
C -3.47508 0.83959 -1.81103
C -2.84862 0.27999 -2.92004
C -3.40874 0.40768 -4.18241
C -4.60407 1.09175 -4.34853
C -5.23254 1.66177 -3.24950
C -4.66251 1.54517 -1.99016
C -2.54094 2.44751 0.51587
C -2.75220 3.52781 -0.33623
C -2.56417 4.83080 0.10056
C -2.15005 5.08274 1.39978
C -1.91291 4.01576 2.25364
C -2.10079 2.71679 1.81002
H -7.00970 -0.70034 3.57294
H -7.45189 -0.67413 1.13827
H -5.63233 -0.19803 -0.44304
H -2.87214 0.04561 2.79660
H -4.69282 -0.39410 4.39185
H -1.92904 -0.27727 -2.77696
H -2.91622 -0.03338 -5.04014
H -5.04958 1.18187 -5.33283
H -6.16978 2.19257 -3.37396
H -5.14434 2.01175 -1.13874
H -3.03410 3.35475 -1.36561
H -2.71793 5.65666 -0.58476
H -1.99041 6.09971 1.73880
H -1.55818 4.19783 3.26168
H -1.87326 1.89158 2.47389
O -3.25564 -1.99619 -0.85787
S -2.85433 -3.02950 0.10645
O -2.07895 -2.45613 1.22094
O -3.93860 -3.88119 0.55082
S -1.61206 -4.33627 -0.95916
```

Mulliken population analysis, charges in e, atoms 1 to 8: number 1, Ni, carries 0.52; number 2, S, carries -0.46; number 3, P, carries 1.78; number 4, C, carries 0.09; number 5, P, carries -0.34; number 6, S, carries -0.27; number 7, C, carries 0.55; number 8, C, carries -0.40